No. 1
{
  "formula": "CH4ClO2PS",
  "method": "ωB97M-V/def2-TZVPD",
  "elements": ["C", "O", "O", "P", "S", "Cl", "H", "H", "H", "H"],
  "positions_angstrom": [[0.629736, -0.373640, 0.417669], [-2.550146, -0.052392, -1.739636], [-0.238880, -0.098317, -0.585079], [-2.237704, 0.209426, -0.244715], [-3.012872, 1.746338, 0.479271], [-2.638746, -1.483057, 0.749141], [0.047059, -0.633416, 1.334036], [1.316342, 0.568907, 0.643966], [1.200291, -1.178498, 0.173179], [-2.219939, -0.863866, -2.250640]],
  "atomic_forces_ev_per_a": [[-0.542, 3.739, 3.211], [-0.102, -1.533, -2.076], [-5.132, 1.060, -1.275], [4.291, -1.133, -0.559], [0.206, 0.477, 0.226], [0.143, -0.211, 0.071], [0.785, 0.151, -0.117], [-1.207, -1.879, -0.226], [1.894, -2.356, -0.757], [-0.335, 1.684, 1.501]],
  "orbital_gap_ha": 0.356,
  "charge": 0,
  "homo_energy_ha": -0.36197,
  "de_lowest_kcal_mol": 33.6,
  "spin_multiplicity": 1,
  "energy_ha": -1390.73213,
  "lumo_energy_ev": -0.159,
  "largest_force_ha_per_bohr": 0.105
}



No. 2
{
  "formula": "C41H34N5O2P2RuS3",
  "method": "ωB97M-V/def2-TZVPD",
  "elements": ["Ru", "S", "P", "C", "P", "S", "C", "C", "C", "C", "C", "C", "C", "C", "C", "C", "C", "C", "C", "C", "C", "C", "C", "C", "C", "C", "C", "C", "C", "C", "H", "H", "H", "H", "H", "H", "H", "H", "H", "H", "H", "H", "H", "H", "H", "H", "H", "H", "H", "H", "C", "C", "N", "N", "C", "N", "S", "C", "C", "C", "C", "C", "N", "H", "H", "H", "H", "H", "H", "H", "H", "H", "H", "O", "C", "N", "C", "O", "C", "C", "C", "C", "C", "C", "H", "H", "H", "H"],
  "positions_angstrom": [[1.685584, 0.549073, -1.265617], [3.304427, 1.155546, 1.884491], [1.254003, -0.120631, 1.481151], [-0.430791, -0.687546, 0.752253], [-1.552335, 0.663322, 0.375048], [-0.472467, 2.270978, 0.008070], [-2.621874, 0.192795, -1.013171], [-3.087553, -1.108684, -1.196165], [-3.925944, -1.402333, -2.259030], [-4.325228, -0.400511, -3.131243], [-3.879189, 0.898818, -2.942113], [-3.022683, 1.194336, -1.893143], [-2.661503, 0.834597, 1.790704], [-2.902984, 2.070203, 2.366875], [-3.765914, 2.166540, 3.449989], [-4.376322, 1.031788, 3.956611], [-4.123366, -0.212463, 3.387234], [-3.267053, -0.310651, 2.306073], [1.839495, -1.727893, 2.134960], [1.878134, -2.860195, 1.328888], [2.342964, -4.066044, 1.829992], [2.794703, -4.150171, 3.138558], [2.785544, -3.017162, 3.940777], [2.311491, -1.815798, 3.441960], [0.468453, 0.639979, 2.973769], [0.631476, 1.986373, 3.286330], [-0.022366, 2.541037, 4.375671], [-0.852759, 1.757809, 5.164756], [-1.028124, 0.416860, 4.857229], [-0.373028, -0.133277, 3.768408], [-2.779768, -1.902834, -0.533226], [-4.258666, -2.420346, -2.408928], [-4.980480, -0.633887, -3.959193], [-4.191765, 1.686430, -3.615659], [-2.647373, 2.200417, -1.759428], [-2.398851, 2.947724, 1.979967], [-3.951123, 3.130389, 3.904106], [-5.046900, 1.110638, 4.802239], [-4.589685, -1.101719, 3.788390], [-3.049341, -1.283269, 1.881873], [1.574549, -2.812415, 0.290212], [2.361141, -4.935423, 1.186876], [3.161061, -5.089849, 3.529090], [3.148685, -3.065372, 4.958147], [2.322480, -0.937383, 4.074693], [1.263424, 2.606059, 2.667637], [0.115653, 3.589730, 4.602339], [-1.368075, 2.192570, 6.010707], [-1.680987, -0.200754, 5.459224], [-0.524352, -1.180370, 3.528943], [3.518590, 4.474368, -1.853521], [2.677419, 3.240128, -1.853541], [2.981988, 2.166878, -1.200946], [4.158786, 2.011164, -0.559333], [4.217664, 0.846066, 0.340123], [5.616992, 0.743352, 0.690781], [3.581614, -0.585813, -0.604344], [1.513299, 3.101264, -2.749630], [1.069849, 4.110676, -3.592272], [0.017965, 3.845867, -4.456386], [-0.559115, 2.587542, -4.464600], [-0.066583, 1.626575, -3.596595], [0.936616, 1.881515, -2.763752], [4.031660, 4.620326, -0.903332], [4.274355, 4.431405, -2.641649], [2.909810, 5.361033, -2.015727], [4.572840, 2.846715, -0.156557], [6.123840, 0.350328, -0.096240], [5.714644, 0.121947, 1.485408], [1.542539, 5.080006, -3.587077], [-0.337853, 4.619775, -5.122811], [-1.376116, 2.339541, -5.125116], [-0.472294, 0.625408, -3.553839], [-0.640420, -1.898273, 0.170189], [-0.149867, -2.077247, -1.090551], [0.549988, -1.132943, -1.730420], [0.853935, -1.616671, -3.014814], [1.537642, -0.973654, -3.815171], [0.234811, -2.933620, -3.124225], [0.189236, -3.856065, -4.164962], [-0.503299, -5.032640, -3.968185], [-1.150895, -5.298701, -2.741072], [-1.108962, -4.405082, -1.697770], [-0.399722, -3.208446, -1.890434], [0.689474, -3.648578, -5.101027], [-0.552795, -5.767268, -4.760469], [-1.685063, -6.231797, -2.620802], [-1.596988, -4.622113, -0.756652]],
  "atomic_forces_ev_per_a": [[0.430, 0.070, -0.457], [-0.049, 0.045, 0.092], [-0.318, -0.153, 0.438], [0.286, 0.366, -0.071], [0.119, 0.002, -0.016], [-0.030, 0.043, 0.054], [0.006, -0.051, 0.004], [-0.045, -0.003, 0.014], [-0.008, -0.002, -0.038], [0.009, -0.005, 0.008], [0.017, 0.029, -0.019], [0.034, -0.009, -0.006], [-0.055, -0.049, 0.002], [0.015, 0.070, -0.030], [-0.047, -0.010, 0.018], [-0.039, -0.047, -0.025], [-0.024, 0.080, -0.039], [-0.073, 0.022, 0.031], [-0.031, 0.102, -0.055], [0.017, -0.058, -0.162], [0.029, -0.013, 0.054], [-0.025, 0.036, -0.017], [-0.002, -0.064, -0.025], [0.024, 0.073, 0.046], [0.136, 0.053, -0.095], [0.010, -0.005, -0.027], [-0.033, -0.037, 0.051], [0.071, 0.013, -0.029], [0.054, 0.004, 0.058], [-0.002, -0.105, 0.036], [-0.078, 0.004, 0.036], [-0.007, -0.027, -0.003], [-0.025, -0.008, -0.026], [-0.002, 0.002, -0.013], [0.007, 0.039, 0.016], [-0.010, -0.011, -0.013], [-0.004, 0.031, 0.016], [-0.007, 0.001, 0.019], [-0.018, -0.026, 0.024], [-0.003, -0.036, -0.058], [0.105, -0.017, 0.137], [0.011, -0.032, -0.014], [0.015, -0.032, 0.010], [0.022, -0.012, 0.040], [-0.023, 0.001, -0.017], [0.005, 0.021, -0.029], [-0.004, 0.033, 0.018], [-0.017, 0.014, 0.035], [-0.016, -0.011, 0.016], [0.015, 0.004, 0.009], [0.015, 0.038, 0.045], [-0.040, -0.074, -0.063], [-0.131, -0.079, 0.022], [-0.055, 0.045, -0.002], [0.118, 0.177, -0.082], [-0.019, -0.084, 0.037], [-0.268, 0.029, -0.027], [0.139, -0.081, 0.131], [-0.076, -0.090, -0.063], [0.045, 0.016, 0.038], [0.027, -0.066, 0.063], [0.014, 0.107, -0.056], [-0.073, 0.043, 0.202], [-0.015, -0.040, 0.002], [0.031, -0.019, 0.006], [-0.011, -0.009, -0.023], [-0.086, -0.079, 0.010], [0.040, -0.009, 0.010], [0.020, 0.042, -0.051], [0.008, 0.034, 0.003], [-0.022, 0.007, -0.014], [-0.027, 0.009, -0.038], [-0.025, 0.016, -0.013], [0.017, -0.199, 0.009], [-0.018, 0.080, -0.075], [0.112, 0.011, -0.084], [-0.155, -0.103, 0.092], [0.021, 0.020, -0.038], [0.021, -0.014, -0.087], [0.001, 0.022, 0.039], [-0.052, -0.048, 0.059], [0.035, -0.011, -0.089], [0.022, 0.044, 0.011], [-0.038, -0.046, 0.039], [0.015, 0.027, -0.033], [-0.006, -0.019, -0.011], [-0.015, -0.031, -0.003], [-0.013, -0.004, 0.035]],
  "s2": 8.796,
  "orbital_gap_ha": [0.199, 0.214],
  "charge": 0,
  "homo_energy_ha": [-0.20944, -0.27340],
  "de_lowest_kcal_mol": 47.2,
  "spin_multiplicity": 6,
  "energy_ha": -3979.15433,
  "lumo_energy_ev": [-0.281, -1.623],
  "largest_force_ha_per_bohr": 0.012
}